DFT (ωB97M-V/def2-TZVPD) results for C16H25N2PSSe2Tl as an isolated structure in a non-equilibrium geometry.

## Properties
HOMO-LUMO gap (alpha / beta): 4.008 / 4.104 eV
E_HOMO (alpha / beta): -16.89 / -16.83 eV
Total charge: +3

Each line ends with the Mulliken charge.
Element x y z (Å)
Tl -0.9045 0.3948 -0.0883  0.4957
C -2.4057 2.5460 -3.8155  -0.9180
Se -1.0022 1.3189 -3.2433  0.2170
C -1.6194 -0.3256 -4.1810  -0.8403
C -2.7590 -1.0618 -3.5192  -0.5972
Se -2.3227 -2.0841 -1.8705  0.2525
C -4.1047 -2.8105 -1.6027  -0.9433
H -2.3005 2.7265 -4.9021  0.3437
H -2.2464 3.4918 -3.2716  0.3469
H -3.3994 2.1372 -3.5814  0.3332
H -0.7291 -0.9677 -4.2965  0.4213
H -1.9188 0.0338 -5.1882  0.4259
H -3.1390 -1.8437 -4.2166  0.4222
H -3.5846 -0.3819 -3.2693  0.3693
H -4.8120 -1.9819 -1.4362  0.3502
H -4.0840 -3.4743 -0.7264  0.3481
H -4.3920 -3.3947 -2.4936  0.3388
S -1.3636 2.8234 1.7105  -0.3078
C -1.8772 2.7356 3.3247  0.5106
N -2.0571 3.9152 3.9991  -0.0475
C -2.4114 3.9290 5.3052  0.0107
C -2.6300 2.7449 5.9526  -0.6144
C -2.4671 1.5761 5.2087  0.0925
N -2.0914 1.5816 3.9379  -0.4444
H -1.8754 4.7762 3.4874  0.2538
H -2.4943 4.9061 5.7736  0.4369
H -2.9044 2.7262 7.0127  0.3988
H -2.6348 0.5771 5.6102  0.4336
C 1.4915 -2.5672 0.9317  -1.0668
P 1.8758 -0.8585 0.3888  0.6896
C 2.2178 0.0668 1.9383  -1.1424
C 3.4685 -1.0322 -0.4739  0.8277
C 4.6224 -1.1013 0.3077  -0.4967
C 5.8230 -1.4684 -0.2817  -0.6188
C 5.9123 -1.6841 -1.6482  -0.4868
C 4.7805 -1.5498 -2.4413  -0.5277
C 3.5652 -1.2189 -1.8668  -0.3238
H 2.3746 -2.9823 1.4638  0.4326
H 1.2597 -3.2060 0.0557  0.3776
H 0.6225 -2.5725 1.6181  0.3753
H 2.7083 -0.5841 2.6832  0.4014
H 1.2678 0.4422 2.3709  0.2965
H 2.8585 0.9433 1.7158  0.4029
H 4.5786 -0.9186 1.3931  0.2458
H 6.7104 -1.5775 0.3516  0.3930
H 6.8750 -1.9432 -2.1046  0.4069
H 4.8454 -1.6925 -3.5318  0.3837
H 2.6723 -1.1094 -2.4909  0.3408


DFT (ωB97M-V/def2-TZVPD) results for one molecule with the formula C16H25NO2.

## Properties
HOMO-LUMO gap: 8.130 eV
SMILES: CCOc1ccc(NC[C@@H]2CCOC(C)(C)C2)cc1
Relative energy (zero: lowest compared OMol25 entry of this formula, charge and spin): 14.1 kcal per mole
E_HOMO: -7.32 eV

Each line ends with the Mulliken charge.
Element x y z (Å)
C -6.5727 -1.4263 0.6452  -1.4214
C -5.3871 -0.9277 -0.1666  -0.2578
O -4.5043 -0.2742 0.7184  -0.3893
C -3.3593 0.2780 0.2131  0.5878
C -2.9674 0.2392 -1.1189  -0.3989
C -1.7778 0.8277 -1.5084  -0.8640
C -0.9474 1.4772 -0.5967  0.6688
C -1.3541 1.5149 0.7394  -0.2281
C -2.5355 0.9252 1.1325  -0.8032
H -2.8463 0.9545 2.1652  0.4139
H -0.7496 2.0149 1.4795  0.3378
N 0.1977 2.1127 -1.0516  -0.1820
H 0.4424 1.8460 -1.9949  0.3139
C 1.3431 2.3218 -0.1983  -1.9751
C 1.9774 1.0222 0.3304  1.4747
C 3.1346 1.3227 1.2807  -0.9825
C 3.7693 0.0084 1.7343  -0.6128
O 4.2245 -0.7637 0.6501  -0.4602
C 3.2304 -1.1065 -0.3130  1.7915
C 4.0096 -1.7428 -1.4678  -1.8456
H 3.3420 -1.9819 -2.2909  0.3630
H 4.4956 -2.6515 -1.1247  0.4253
H 4.7771 -1.0566 -1.8152  0.4330
C 2.2348 -2.1338 0.2452  -1.6908
H 2.7817 -2.9580 0.6971  0.3940
H 1.5806 -1.6998 0.9960  0.3500
H 1.6175 -2.5213 -0.5607  0.4075
C 2.5010 0.1540 -0.8152  -1.3386
H 1.6789 -0.1572 -1.4621  0.3640
H 3.2049 0.7450 -1.4076  0.3401
H 4.6598 0.1966 2.3395  0.4029
H 3.0504 -0.5582 2.3440  0.3013
H 2.7878 1.8808 2.1516  0.4157
H 3.8857 1.9216 0.7609  0.2796
H 1.2009 0.4730 0.8736  0.1455
H 2.0825 2.8845 -0.7747  0.4668
H 1.0412 2.9447 0.6485  0.3407
H -1.4879 0.7869 -2.5498  0.2927
H -3.5731 -0.2496 -1.8660  0.3685
H -5.7287 -0.2305 -0.9457  0.3543
H -4.8800 -1.7738 -0.6534  0.3558
H -7.2777 -1.9383 -0.0037  0.4134
H -7.0708 -0.5884 1.1252  0.3262
H -6.2313 -2.1124 1.4155  0.3214


DFT (ωB97M-V/def2-TZVPD) results for C16H26B2BeN6O2 as an isolated structure in a non-equilibrium geometry.

## Properties
HOMO-LUMO gap (alpha / beta): 4.984 / 4.602 eV
Relative energy (zero: lowest compared OMol25 entry of this formula, charge and spin): 152.9 kcal per mole
E_HOMO (alpha / beta): -4.36 / -4.09 eV

Each line ends with the Mulliken charge.
Element x y z (Å)
H 0.3537 -2.0471 0.0886  0.4644
N 0.5638 -2.3026 -1.9942  -0.0119
B 0.3511 -3.0852 -4.4202  -0.2855
N 0.1882 -3.3100 -2.8888  0.4987
C -0.4327 -4.2728 -2.2158  -0.0792
Be 1.1032 -0.9789 -2.7351  -0.9904
H -0.8287 -5.1155 -2.7829  0.4520
C -0.4671 -3.9303 -0.8732  -0.9852
H -0.9179 -4.4875 -0.0915  0.4110
C 0.1698 -2.6791 -0.7597  -0.1925
H -0.0916 -3.9517 -5.1148  -0.0895
C -0.3208 1.3626 0.7243  -0.3875
H 0.0586 0.3907 1.0589  0.0964
H -1.3039 1.2653 0.2303  0.2372
H 0.3280 1.4548 -0.2213  0.1835
N 1.8566 -2.7873 -4.5852  0.3587
N -0.3476 -1.6982 -4.6304  0.4582
N 2.3839 -1.7695 -3.7997  -0.0992
N -0.0307 -0.6102 -3.8176  0.0274
C 2.8359 -3.3403 -5.3075  -0.1419
C -1.3815 -1.3649 -5.3835  -0.0990
H 2.5946 -4.1506 -5.9660  0.4637
H -1.7781 -2.0940 -6.0685  0.4662
C 4.0112 -2.6752 -5.0125  -0.8810
C -1.7520 -0.0645 -5.0805  -0.9701
C 3.6971 -1.6848 -4.0746  -0.3252
C -0.8724 0.3983 -4.1044  -0.2045
H 4.9791 -2.8703 -5.4207  0.3943
H -2.5570 0.4840 -5.4654  0.4274
H 4.3190 -0.9551 -3.5899  0.5056
H -0.8175 1.3569 -3.5878  0.4563
H 0.2259 2.3300 1.0129  -0.0807
C -2.6074 3.1500 4.7794  -1.8587
C -1.1848 3.1119 4.1650  1.6979
C -0.5061 4.3973 4.6155  -1.7224
O -1.3204 3.1677 2.6976  -0.5697
B -0.7595 2.0125 2.2142  0.7106
O -0.5702 1.0405 3.1655  -0.6739
C -0.4223 1.7661 4.4081  1.3650
C 1.0670 1.9540 4.6076  -1.9373
C -0.9555 0.8815 5.5438  -1.6108
H -3.1742 4.0165 4.3750  0.4675
H -2.5243 3.3220 5.8738  0.3524
H -3.1898 2.2160 4.6395  0.3212
H -1.0569 5.2667 4.2259  0.4570
H -0.5298 4.4698 5.7128  0.3581
H 0.5367 4.4704 4.2951  0.3201
H 1.2543 2.4612 5.5596  0.3827
H 1.5594 0.9723 4.6397  0.4614
H 1.4792 2.5303 3.7706  0.3361
H -2.0488 0.6911 5.5026  0.2908
H -0.4060 -0.0841 5.5647  0.4385
H -0.7604 1.3693 6.5209  0.3360


DFT (ωB97M-V/def2-TZVPD) results for a 2-piece molecular cluster, C16H26Br2N3O2 overall in a non-equilibrium geometry.

## Properties
HOMO-LUMO gap: 7.546 eV
E_HOMO: -10.89 eV
Total charge: +1

Each line ends with the Mulliken charge.
Element x y z (Å)
C -1.3800 2.3224 -1.0806  -1.3819
C -0.2342 1.2156 -1.0624  -0.1229
Br 0.2626 0.9878 -2.9910  -0.1674
C 1.0690 1.6863 -0.2527  -0.5502
Br 2.5585 1.9174 -1.5258  -0.1260
C 1.4244 0.8114 1.0044  -0.4579
C 2.7902 1.2917 1.6984  -0.7342
C 3.2923 0.2579 2.8206  -0.6928
N 2.1099 -0.5313 3.2542  0.0581
C 1.6244 -1.4722 2.2052  -1.5328
C 1.4019 -0.7607 0.7816  1.4425
C 2.5187 -1.3043 -0.1905  -1.4402
O 2.0590 -1.6156 -1.5041  -0.3770
C 1.1493 -2.6701 -1.5172  0.6239
C 1.1112 -3.7798 -0.5679  -0.2477
C 0.0560 -4.7920 -0.6930  -0.5673
C -0.9723 -4.7398 -1.7074  -0.5338
C -0.9193 -3.6373 -2.6684  -0.4635
C 0.1155 -2.6351 -2.5564  -0.1796
H -1.9242 2.2118 -0.1099  0.3285
H -0.9879 3.3466 -1.2817  0.3924
H -2.0934 2.0071 -1.8872  0.4459
H -0.7168 0.2825 -0.6921  0.3267
H 0.8396 2.7196 0.1313  0.6526
H 0.6238 1.0293 1.7769  0.3863
H 3.6327 1.3755 0.9744  0.2578
H 2.6324 2.2591 2.2520  0.4416
H 3.7215 0.8406 3.6797  0.3438
H 4.1035 -0.3578 2.3551  0.2960
H 1.3795 0.0864 3.6334  0.4237
H 2.4171 -1.1109 4.0540  0.4056
H 2.2717 -2.3802 2.1373  0.4112
H 0.6238 -1.8471 2.5665  0.3266
H 0.3731 -1.0970 0.4776  0.5887
H 3.3090 -0.5082 -0.2986  0.2651
H 3.0682 -2.2066 0.1957  0.5226
H 1.8814 -3.8455 0.2391  0.3029
H 0.0113 -5.6252 0.0488  0.3374
H -1.8035 -5.4686 -1.8147  0.3592
H -1.6868 -3.5266 -3.4688  0.3532
H 0.1155 -1.7957 -3.2834  0.2698
C -4.9986 3.4156 -0.6650  0.6706
O -4.4597 2.3207 -0.7194  -0.6312
N -5.2054 4.0741 0.5092  -0.3920
N -5.4381 4.0706 -1.7729  -0.3902
H -5.6459 4.9727 0.5753  0.1643
H -4.8946 3.6205 1.3497  0.2091
H -5.3031 3.6150 -2.6585  0.2171
H -5.8830 4.9692 -1.7507  0.1658


One value per record, in order, for E: -6448.0132; -829.9058; -1168.7511; -6087.7556 a.u..